Record 1
The following is a quantum chemistry calculation of a molecular structure, C5H7NO, from the OMol25 dataset.

Last column: Löwdin charge in e.
CARTESIAN COORDINATES (ANGSTROEM)
C1 1.035551 0.260548 0.389510  -0.089
C2 0.642518 1.358970 1.036627  -0.141
C3 -0.654004 1.557134 1.232597  -0.118
C4 -1.616868 0.719966 0.668294  -0.052
C5 -1.165316 -0.351339 -0.141715  -0.159
H1 1.337703 -2.788502 -0.985354  0.183
H2 0.843786 -1.341757 -1.717396  0.031
H3 2.043854 0.114710 -0.013149  0.119
H4 1.367889 1.966356 1.683039  0.144
H5 -0.687576 2.465878 1.850407  0.119
H6 -2.745216 1.075232 0.700109  0.142
H7 -1.892232 -0.998515 -0.825299  0.158
N1 0.106083 -0.472750 -0.377300  -0.006
O1 1.192240 -2.306978 -2.145392  -0.331

Cartesian forces (eV/Å) of the 6 atoms listed first:
-0.441 -1.818 -4.809
4.046 0.206 2.777
-2.706 1.248 0.683
-2.342 1.449 0.037
-2.264 0.550 -1.316
-0.653 2.103 -5.664

**Energy above the lowest of the compared OMol25 structures with the same formula, charge and spin**: 3.2854 eV
**Gap between HOMO and LUMO**: 10.141 eV
**Highest occupied orbital energy**: -9.9 eV
**E**: -8832.917 eV
**E_LUMO**: 0.282 eV

Record 2
The following is a quantum chemistry calculation of a molecular structure, C36H33AsCrN5O6S, from the OMol25 dataset.

Last column: Löwdin charge in e.
CARTESIAN COORDINATES (ANGSTROEM)
Cr1 -0.375287 0.850450 0.018411  0.821
N1 -1.084908 1.393208 2.011322  -0.014
C1 -0.074031 2.003797 2.928479  -0.104
C2 1.198803 2.316904 2.138353  -0.587
O1 2.094330 3.003272 2.598380  0.074
O2 1.248952 1.703868 0.933920  -0.226
H1 -1.760836 2.076344 1.696547  0.079
H2 -1.607992 0.639085 2.478981  0.102
H3 0.157884 1.286675 3.736022  0.116
H4 -0.474312 2.912219 3.437283  0.142
O3 -2.053653 4.904292 -1.491977  -0.323
S1 -1.047174 4.093741 -0.825993  0.694
O4 -0.520823 4.450205 0.467276  -0.292
N2 -1.664826 2.518719 -0.607993  -0.172
C3 -3.041867 2.273819 -0.655884  -0.223
C4 -4.080212 3.195144 -0.945812  -0.016
C5 -5.391871 2.770918 -0.786020  -0.076
C6 -5.691312 1.474576 -0.369440  -0.052
C7 -4.692578 0.453416 -0.236896  -0.142
C8 -4.935813 -0.951522 -0.001713  0.021
C9 -3.876868 -1.838561 -0.011499  -0.040
C10 -2.575243 -1.326147 -0.078404  -0.120
N3 -2.313124 -0.030524 -0.167132  0.012
C11 -3.346437 0.871735 -0.362984  -0.152
C12 0.337969 3.939750 -1.986754  -0.251
C13 1.637435 3.716413 -1.532906  -0.040
C14 2.691233 3.769396 -2.450428  -0.060
C15 2.467867 4.026080 -3.782395  -0.082
C16 1.183177 4.227978 -4.244153  -0.074
C17 0.131101 4.188106 -3.352889  -0.061
H5 -3.860450 4.226603 -1.236619  0.094
H6 -6.199682 3.458749 -0.967684  0.104
H7 -6.716262 1.246075 -0.117203  0.098
H8 -5.942208 -1.317621 0.143611  0.115
H9 -4.038042 -2.900184 0.008772  0.104
H10 -1.714736 -2.008791 -0.122165  0.102
H11 1.795109 3.500580 -0.469036  0.103
H12 3.686957 3.540940 -2.092716  0.110
H13 3.302865 4.121476 -4.428638  0.097
H14 1.021386 4.432298 -5.282090  0.102
H15 -0.865255 4.418014 -3.669188  0.103
N4 -1.924272 -0.393539 -3.350050  0.007
N5 -0.949653 0.501422 -3.787190  -0.039
C18 0.268001 0.606266 -3.061353  -0.675
O5 1.264033 0.934642 -3.705051  0.036
O6 0.260963 0.337291 -1.789826  -0.196
H16 -1.667298 -1.359974 -3.591552  0.084
H17 -2.817378 -0.195448 -3.821723  0.092
H18 -0.726041 0.544851 -4.794616  0.140
C19 -1.408984 -4.808496 3.256255  -0.087
C20 -0.867609 -5.096583 2.013550  -0.083
C21 -0.062848 -4.180114 1.352953  -0.094
C22 0.049351 -2.872280 1.847371  -0.367
C23 -0.644347 -2.552105 3.000660  -0.139
C24 -1.318690 -3.518577 3.747439  -0.076
As1 1.085512 -1.465376 0.911518  1.395
C25 1.996950 -2.582983 -0.411012  -0.385
C26 1.638696 -2.542387 -1.761587  -0.091
C27 2.369991 -3.222000 -2.736940  -0.066
C28 3.383226 -4.082688 -2.347823  -0.082
C29 3.714212 -4.203012 -1.001081  -0.073
C30 3.008196 -3.461394 -0.051764  -0.127
C31 2.529610 -1.015399 2.157486  -0.354
C32 3.808499 -0.706979 1.643848  -0.099
C33 4.799810 -0.202033 2.470444  -0.067
C34 4.585629 -0.091108 3.850868  -0.071
C35 3.332162 -0.388661 4.375488  -0.080
C36 2.310924 -0.817458 3.530527  -0.114
H19 -1.957792 -5.587551 3.782370  0.108
H20 -1.048481 -6.058437 1.545884  0.106
H21 0.374239 -4.410102 0.394128  0.094
H22 -0.670601 -1.505122 3.336791  0.086
H23 -1.784020 -3.256760 4.686768  0.105
H24 0.763288 -1.990033 -2.094432  0.085
H25 2.130393 -3.068478 -3.779429  0.107
H26 3.937504 -4.655302 -3.093139  0.107
H27 4.403119 -4.937819 -0.612218  0.102
H28 3.236369 -3.599904 1.010351  0.115
H29 4.025743 -0.824766 0.572177  0.115
H30 5.751017 0.102254 2.066548  0.104
H31 5.355132 0.269192 4.532518  0.106
H32 3.131664 -0.261778 5.437761  0.107
H33 1.324512 -1.012766 3.946339  0.077

Cartesian forces (eV/Å) of the 6 atoms listed first:
0.021 1.141 0.016
0.037 -0.825 0.327
-0.547 0.198 0.180
0.870 -0.322 -1.237
-1.031 -0.778 -0.374
-0.911 0.468 0.589

**Energy above the lowest of the compared OMol25 structures with the same formula, charge and spin**: 1.0888 eV
**Spin multiplicity**: 4
**Gap between HOMO and LUMO (spin up / spin down)**: 6.807 / 6.935 eV
**Highest occupied orbital energy (spin up / spin down)**: -7.6 / -7.6 eV
**E**: -157699.642 eV
**E_LUMO (spin up / spin down)**: -0.744 / -0.679 eV

Record 3
The following is a quantum chemistry calculation of a single C2H4O2S molecule, from the OMol25 dataset.

Last column: Löwdin charge in e.
CARTESIAN COORDINATES (ANGSTROEM)
O1 -1.592361 -0.002335 -0.133082  -0.133
C1 -0.214138 -0.750552 -0.083120  -0.136
C2 1.021039 0.213520 -0.184332  -0.916
O2 0.574743 1.471720 -0.041645  -0.079
S1 2.588952 -0.082865 -0.033019  0.740
H1 -1.638104 0.376974 0.788242  0.099
H2 -0.309988 -1.195186 0.893901  0.099
H3 -0.013339 -1.655764 -0.802702  0.150
H4 -0.416803 1.624487 -0.404239  0.177

Cartesian forces (eV/Å) of the 6 atoms listed first:
2.734 -0.718 0.456
-0.490 -0.531 -1.072
-2.554 0.728 1.529
-2.148 1.246 -1.675
0.101 -0.707 -0.356
-0.086 -0.683 -1.357

**Energy above the lowest of the compared OMol25 structures with the same formula, charge and spin**: 1.9441 eV
**Gap between HOMO and LUMO**: 9.160 eV
**Highest occupied orbital energy**: -9.1 eV
**E**: -17067.327 eV
**E_LUMO**: 0.083 eV
**SMILES**: OCC(O)=S